This record from the OMol25 dataset describes the molecule C6H7NOS. The level of theory is the ωB97M-V functional and the def2-TZVPD basis.

## Properties
E_tot: -760.942786 Eh
HOMO level: -9.28 eV
SMILES string: [H]/N=C1/C(=O)CC[C@@H]2S[C@H]12

Element x y z (Å)
H 1.5459 -2.9310 -0.9927
N 2.0659 -2.1928 -0.4828
C 1.2563 -1.2447 -0.1717
C 1.7185 -0.0607 0.4957
O 2.8793 0.0549 0.7901
C 0.6126 0.8997 0.8931
C -0.4044 1.0378 -0.3024
C -1.1680 -0.1994 -0.5640
S -1.4950 -1.2170 0.9235
C -0.3365 -1.4481 -0.5399
H 0.0994 0.3464 1.6620
H 0.9441 1.8638 1.1385
H -1.1322 1.7737 -0.0933
H 0.2740 1.1350 -1.1913
H -1.9659 -0.1275 -1.2292
H -0.7089 -2.2991 -1.1451